{
  "formula": "C29H43Cl2EuF5N3O5Si",
  "method": "ωB97M-V/def2-TZVPD",
  "relative_energy_kcal_mol": 161.5,
  "mol_weight_g_mol": 859.6,
  "max_force_ev_per_a": 5.7,
  "multiplicity": 7,
  "lumo_ev": [0.24, -2.51],
  "species": ["C", "C", "H", "H", "H", "C", "C", "H", "H", "H", "H", "Eu", "Cl", "C", "O", "N", "C", "C", "H", "H", "H", "H", "H", "H", "H", "H", "H", "C", "C", "N", "H", "C", "O", "H", "H", "H", "H", "H", "H", "C", "C", "N", "H", "C", "O", "H", "H", "H", "H", "O", "C", "C", "C", "H", "C", "H", "C", "H", "C", "C", "H", "H", "H", "Si", "Cl", "C", "C", "C", "H", "H", "H", "H", "H", "H", "H", "H", "H", "F", "C", "C", "F", "C", "F", "C", "O", "C", "F", "C", "F"],
  "xyz": [[3.0498, -1.9810, -4.0389], [2.2630, -1.6020, -5.2432], [3.3322, -3.0353, -4.0806], [2.4589, -1.8220, -3.1237], [3.9809, -1.3812, -3.9422], [2.2574, -2.2285, -6.4228], [3.0649, -3.4252, -6.7881], [1.6162, -1.8381, -7.2098], [3.1378, -4.1362, -5.9594], [4.0910, -3.1467, -7.0720], [2.6307, -3.9586, -7.6523], [-0.2292, -0.1281, 3.2698], [1.2841, -0.6530, 1.4032], [-0.6053, 1.9944, 1.3192], [-1.3549, 1.2471, 1.9966], [-1.1509, 2.8455, 0.4763], [-2.5280, 2.6779, 0.0354], [-0.3942, 3.9576, -0.0305], [0.5004, 1.9692, 1.3816], [-3.0505, 1.9999, 0.7136], [-2.5413, 2.2618, -0.9892], [-3.0230, 3.6550, 0.0163], [0.5870, 3.9809, 0.4582], [-0.9244, 4.8955, 0.1791], [-0.2568, 3.8597, -1.1142], [-4.0750, 1.9694, 6.3802], [-2.1918, 2.0815, 8.3703], [-3.8021, 0.9044, 6.4269], [-1.9703, 1.0390, 8.1065], [-2.3929, 0.7682, 6.7518], [-3.9999, 0.4304, 5.4654], [-1.5187, 0.4332, 5.8313], [-1.9089, 0.2252, 4.6545], [-0.8919, 0.8695, 8.1893], [-0.4623, 0.3357, 6.1463], [-4.4012, 0.4318, 7.2137], [-2.4966, 0.3741, 8.8000], [0.6645, -4.7880, 2.0021], [-0.4078, -3.2861, 0.0437], [-0.3360, -4.8267, 2.4610], [-1.3335, -3.6445, 0.5166], [-1.1527, -3.7520, 1.9508], [-0.2336, -4.7300, 3.5472], [-1.5470, -2.7649, 2.7486], [-1.7236, -1.5994, 2.3309], [-2.1414, -2.9355, 0.3015], [-1.7776, -3.0487, 3.7889], [-0.8025, -5.7868, 2.2165], [-1.5795, -4.6378, 0.1179], [0.0556, -0.7708, -4.6378], [1.3571, -0.3778, -5.0700], [0.1743, 0.3033, -7.2111], [1.2656, 0.4256, -6.3518], [-0.6435, -0.3665, -6.9417], [0.1419, 1.0421, -8.3954], [1.8152, 0.2607, -4.2987], [2.3256, 1.2805, -6.6830], [-0.7146, 0.9430, -9.0565], [1.1917, 1.8948, -8.7230], [2.2840, 2.0106, -7.8621], [3.1780, 1.3473, -6.0077], [1.1617, 2.4694, -9.6466], [3.1086, 2.6739, -8.1064], [-0.8616, 0.0253, -3.4898], [0.5359, -1.9756, 4.7332], [-2.5984, -0.5358, -3.8239], [-0.6966, 1.8787, -3.7056], [-0.3399, -0.4585, -1.7739], [-2.8327, -0.5114, -4.8997], [-3.3322, 0.1017, -3.3057], [-2.7526, -1.5698, -3.4765], [-0.4400, -1.5451, -1.6066], [-0.9654, 0.0406, -1.0118], [0.7065, -0.1907, -1.5544], [-0.8245, 2.1839, -4.7587], [0.2826, 2.2567, -3.3663], [-1.4700, 2.4039, -3.1178], [2.4787, 1.0559, 9.5287], [2.2283, 1.1431, 8.2102], [1.5109, 2.2360, 7.7016], [1.0866, 3.2033, 8.5507], [1.2121, 2.3131, 6.3627], [0.4763, 3.3412, 5.8805], [1.5997, 1.2925, 5.4079], [1.2209, 1.3348, 4.2402], [2.4079, 0.2281, 5.9899], [2.9002, -0.7111, 5.1650], [2.6775, 0.1464, 7.3362], [3.3750, -0.8935, 7.8312]],
  "atomic_forces_ev_per_a": [[0.430, -0.143, 0.351], [-0.564, 0.469, -0.418], [0.098, 0.100, 0.113], [0.158, -0.027, -0.231], [-0.497, -0.284, -0.068], [0.027, 0.208, 0.138], [0.192, -0.567, -0.283], [0.088, 0.076, 0.127], [0.050, 0.041, -0.098], [-0.218, -0.038, 0.073], [0.149, 0.244, 0.399], [1.640, -0.159, 0.231], [1.196, -0.375, -1.551], [-1.132, -0.153, 0.465], [0.070, 1.184, -1.406], [0.108, 0.097, -0.263], [-0.209, 0.123, -0.178], [0.429, 0.233, -0.607], [-0.439, 0.214, 0.191], [0.128, 0.195, -0.172], [0.035, 0.160, 0.411], [0.041, -0.199, 0.059], [-0.247, 0.051, -0.169], [0.152, -0.201, -0.006], [0.020, 0.151, 0.129], [0.065, -0.279, -0.035], [0.081, -0.221, -0.013], [-0.241, 0.203, 0.109], [0.070, 0.156, 0.396], [0.132, 0.015, 0.429], [0.027, 0.111, 0.189], [-0.843, -0.176, -0.557], [-0.431, 0.406, 1.375], [-0.216, 0.059, 0.039], [-0.442, 0.006, -0.024], [0.149, 0.049, -0.151], [0.109, 0.115, -0.066], [-0.291, 0.083, 0.201], [-0.238, -0.050, -0.010], [-0.130, -0.590, 0.157], [0.517, 0.264, -0.327], [-0.363, 0.119, 0.041], [0.033, 0.004, -0.268], [-0.244, 0.186, -0.223], [-0.931, -1.066, 0.175], [0.264, -0.214, 0.067], [0.471, 0.163, -0.264], [0.162, -0.002, 0.063], [0.030, 0.243, 0.132], [0.179, -0.095, 0.235], [-0.443, 0.273, -0.652], [-0.378, 0.557, -1.044], [-3.226, -2.819, 1.809], [0.236, 0.218, -0.100], [-3.661, -3.471, 1.887], [0.132, 0.097, -0.013], [3.379, 2.674, -1.384], [0.141, 0.004, 0.112], [3.482, 2.810, -0.981], [0.212, -0.070, 0.381], [-0.120, 0.077, -0.232], [0.084, -0.110, 0.220], [-0.133, -0.076, -0.017], [0.268, -0.163, -0.328], [-0.058, -1.617, 1.110], [-0.487, -0.154, -0.094], [0.017, 0.435, -0.086], [0.102, -0.087, 0.350], [0.090, 0.045, 0.310], [0.175, -0.177, -0.114], [0.062, 0.292, -0.101], [0.041, 0.401, -0.096], [0.205, -0.164, -0.197], [-0.320, -0.078, -0.030], [0.037, -0.144, 0.345], [-0.261, -0.148, -0.112], [0.228, -0.160, -0.166], [0.015, 0.033, -0.092], [-0.213, 0.202, -0.410], [0.314, -0.311, 0.757], [0.139, -0.385, -0.309], [0.341, -0.948, -1.173], [0.038, -0.118, 0.259], [1.720, 0.048, 5.410], [-1.184, 0.097, -3.798], [-0.572, 0.834, -1.104], [0.274, 0.499, 0.346], [-0.082, 0.317, 0.631], [-0.215, 0.395, -0.201]],
  "lowdin_charge": [-0.03, -0.23, 0.07, 0.08, 0.10, -0.09, -0.09, 0.11, 0.07, 0.09, 0.08, 1.31, -0.10, -0.32, -0.19, -0.17, -0.01, -0.03, 0.11, 0.10, 0.09, 0.10, 0.10, 0.10, 0.09, 0.11, 0.11, -0.01, -0.02, -0.16, 0.09, -0.29, -0.18, 0.09, 0.11, 0.10, 0.10, 0.11, 0.08, -0.05, -0.04, -0.18, 0.08, -0.39, -0.19, 0.10, 0.12, 0.09, 0.10, -0.18, -0.31, -0.04, -0.21, 0.12, -0.09, 0.14, -0.04, 0.10, -0.10, -0.08, 0.11, 0.10, 0.10, 0.39, 0.07, -0.15, -0.15, -0.17, 0.04, 0.03, 0.04, 0.03, 0.02, 0.02, 0.04, 0.04, 0.02, 0.09, -0.16, -0.17, 0.09, -0.16, 0.08, -0.40, -0.18, -0.19, 0.00, -0.15, 0.11]
}